[1]
Molecular formula: C53H72N17O8
Method: DFT, the ωB97M-V functional and the def2-TZVPD basis

```
150
Properties=species:S:1:pos:R:3:forces:R:3:nbo_charge:R:1
C -2.424649 -1.309744 4.372754 -0.2006 -0.3825 -0.3431 -0.1982
C -2.951605 -1.953926 3.512991 0.0430 0.3108 0.2353 -0.0517
C -3.642129 -2.706028 2.479038 -0.1254 -0.5164 -0.2120 -0.1520
O -4.492430 -1.921738 1.650736 0.2117 -0.1294 -0.1371 -0.5502
C -5.544084 -1.247937 2.317049 -0.2672 0.5813 0.2140 -0.0899
C -5.247437 0.243398 2.485806 -0.0527 -0.3349 0.0785 -0.0966
O -5.408963 0.843772 1.216164 -0.0052 -0.2109 -0.1727 -0.5568
C -5.345705 2.251317 1.199710 0.3902 0.2915 -0.1821 -0.0912
H -5.931811 2.556149 0.328226 0.0157 0.0803 0.1191 0.1961
H -5.811356 2.673991 2.098939 -0.0029 -0.0033 -0.0237 0.1770
C -3.907616 2.779272 1.071464 -0.4791 -0.1762 0.2016 -0.1096
O -3.315801 2.415369 -0.159269 0.1109 -0.1073 -0.0081 -0.5637
C -3.641174 3.216102 -1.281976 0.0648 0.3728 -0.2492 -0.0886
C -2.811216 4.507538 -1.349082 -0.3529 -0.3280 0.2173 -0.2401
N -1.458979 4.283435 -1.777837 -0.0574 -0.1076 -0.1220 -0.5696
C -0.408513 4.177877 -0.952987 0.3799 0.1304 0.1567 0.6352
N 0.775619 3.984254 -1.542562 0.0611 -0.1110 -0.3020 -0.6314
C 1.813590 3.888451 -0.721370 -0.4977 0.1797 0.1826 0.6347
N 3.048170 3.856277 -1.282595 0.0730 0.0063 -0.1601 -0.4134
C 4.185833 3.293376 -0.605755 0.1683 0.0050 0.1531 -0.2291
H 4.001658 3.327791 0.466377 0.1534 -0.0131 -0.0718 0.2495
H 5.063866 3.902496 -0.838944 -0.0254 -0.0155 0.0755 0.1993
C 4.397264 1.828822 -1.081429 0.1290 -0.1660 0.3087 -0.2383
N 3.623537 1.610761 -2.292955 0.2596 -0.0721 -0.0136 -0.4193
C 2.543948 0.814613 -2.239056 -0.0235 0.1142 -0.3586 0.7035
O 2.349702 0.036551 -1.319064 -0.1423 -0.2495 0.1400 -0.6811
C 1.553837 0.851822 -3.419062 0.5108 0.0625 -0.0392 -0.0928
N 0.250000 0.552164 -2.897867 -0.3583 -0.6033 0.3424 -0.1909
C -0.178606 -0.546514 -2.241772 -0.7028 0.0572 0.2497 -0.0471
C -1.479799 -0.245483 -1.897018 0.8622 -0.4999 -0.1242 0.0919
N -1.748411 0.994252 -2.362720 -0.5350 -0.1288 0.1806 -0.2805
N -0.715319 1.458927 -2.948533 0.2420 1.0856 -0.5558 -0.0558
C -2.477427 -1.030571 -1.115051 -0.0979 -0.1074 -0.4249 -0.0925
N -2.776227 -0.282104 0.129428 0.0100 0.0474 0.3533 -0.7778
H -1.928013 -0.282878 0.740880 -0.3582 0.1599 -0.2077 0.4755
H -3.547779 -0.747273 0.646058 0.2722 0.1793 -0.1447 0.4533
H -3.037511 0.703507 -0.088177 0.0375 -0.2070 0.0575 0.4676
C -3.784326 -1.240620 -1.880818 0.2976 -0.0971 -0.2483 -0.3982
H -4.455109 -1.842411 -1.264516 -0.1231 -0.0044 0.0849 0.2125
H -4.244463 -0.264557 -2.041686 -0.1100 0.0870 0.0570 0.2185
C -3.601564 -1.917769 -3.244439 -0.1731 -0.0316 0.1284 -0.2427
C -4.960991 -2.063574 -3.924532 0.2699 0.0978 0.0585 -0.5965
H -5.614734 -2.705178 -3.337731 -0.1323 -0.0932 0.0648 0.2010
H -5.437659 -1.093700 -4.036568 -0.1192 0.1064 -0.0291 0.2139
H -4.849298 -2.500886 -4.913325 -0.0311 -0.0573 -0.1207 0.2125
C -2.937884 -3.288820 -3.107237 -0.0637 0.3775 -0.0509 -0.6281
H -3.512293 -3.915112 -2.427892 -0.0416 -0.1601 0.0989 0.2161
H -2.909713 -3.793017 -4.072195 0.0387 -0.1206 -0.1189 0.2084
H -1.924853 -3.210021 -2.717230 0.1963 -0.0779 0.0831 0.1999
H -2.980246 -1.266583 -3.867291 -0.0057 -0.0471 0.0455 0.2291
H -2.029637 -1.983405 -0.820519 -0.0900 0.1511 -0.0057 0.2516
H 0.430905 -1.404910 -2.062681 0.1916 -0.2082 0.0806 0.2586
H 1.456744 1.858639 -3.833009 0.0235 -0.1095 0.0386 0.2445
C 1.989755 -0.158056 -4.489230 -0.1867 0.1034 -0.0162 -0.4156
C 1.008341 -0.220010 -5.665517 0.0569 -0.0421 0.1557 -0.5100
C -0.313684 -0.854172 -5.303607 -0.2954 0.4644 -0.2681 0.8014
O -1.381124 -0.308508 -5.346054 -0.0614 0.0458 -0.1181 -0.5789
O -0.187586 -2.140893 -4.941246 0.2449 -0.7664 0.0892 -0.7187
H -1.061744 -2.510053 -4.726443 0.0182 0.2975 -0.0541 0.5083
H 0.804738 0.779072 -6.053354 -0.0618 -0.1022 -0.0362 0.2362
H 1.454090 -0.826906 -6.455483 -0.0079 0.0389 -0.0432 0.2467
H 2.091108 -1.147497 -4.040507 0.0849 0.1137 0.0206 0.2567
H 2.970881 0.136851 -4.864443 0.0352 -0.0096 0.0418 0.2251
C 3.848142 2.665928 -3.255441 -0.1259 0.2521 -0.0691 -0.2373
H 3.465906 2.404051 -4.239393 0.0551 0.0091 -0.0073 0.2164
H 4.931320 2.789686 -3.340044 -0.0869 -0.0653 -0.0878 0.2129
C 3.196855 3.959164 -2.715583 -0.0198 0.1496 -0.2486 -0.2345
H 2.199412 4.115537 -3.127271 0.2476 -0.0176 -0.0775 0.2560
H 3.825181 4.824723 -2.951847 -0.0498 -0.0451 -0.0522 0.2027
H 4.048059 1.123439 -0.330508 0.1169 0.0761 -0.0707 0.2412
H 5.452980 1.634141 -1.286428 -0.0360 -0.0136 0.0500 0.2081
N 1.734541 3.879304 0.614458 0.1838 0.0512 0.1150 -0.6548
C 0.517306 4.155401 1.091787 0.1620 0.0583 -0.4961 0.6324
N -0.580501 4.328854 0.361026 -0.3897 -0.0295 -0.0235 -0.6381
N 0.394259 4.311368 2.433358 -0.0171 0.0170 0.1520 -0.4078
C 1.471631 4.036037 3.343581 0.2637 0.0909 0.0359 -0.2459
H 2.381068 3.917043 2.755502 -0.0518 0.0233 0.1786 0.2547
H 1.593602 4.892330 4.015256 0.0487 -0.0665 -0.0316 0.2035
C 1.152772 2.756056 4.173023 0.1919 0.0535 0.0607 -0.2272
N -0.131761 2.233747 3.760509 -0.1534 0.1561 0.3335 -0.4179
C -0.364813 1.175683 2.961914 -0.0057 -0.4134 0.0688 0.7015
O -1.464203 0.938843 2.488174 -0.0960 0.2584 -0.0522 -0.6507
C 0.821376 0.220712 2.743194 0.0561 0.5960 -0.2257 -0.1183
N 0.338188 -1.066815 2.324343 -0.0781 -0.8402 0.2419 -0.1398
C 0.610071 -2.278344 2.851448 -0.2908 -0.3831 -0.3360 -0.0580
C -0.100016 -3.167292 2.068101 0.2105 0.1829 0.4559 0.0872
N -0.740642 -2.447936 1.127989 0.0166 -0.3959 -0.1181 -0.2701
N -0.467365 -1.201155 1.288091 0.2203 0.6348 -0.4321 -0.0957
C -0.222696 -4.653805 2.136352 0.3541 -0.0799 -0.0630 -0.0607
N -0.540540 -5.052641 3.494407 -0.1587 -0.1412 0.2072 -0.8205
H -0.711259 -6.050843 3.538410 0.0649 0.0227 0.0687 0.3667
H 0.230215 -4.844467 4.119859 -0.0390 -0.0806 0.0295 0.3529
H -1.070632 -4.937147 1.502385 0.1072 0.0944 -0.0016 0.2056
C 1.059234 -5.309118 1.557795 -0.3961 0.0890 -0.0560 -0.4150
C 1.351789 -4.781347 0.184241 0.1203 -0.1556 0.0180 -0.0681
C 0.555683 -5.137607 -0.896631 0.1522 0.0766 0.1125 -0.1878
C 0.802992 -4.631849 -2.159014 0.0324 0.1019 -0.1693 -0.3059
C 1.862767 -3.756919 -2.361084 -0.0937 -0.0729 0.1829 0.3726
C 2.660255 -3.384963 -1.284110 -0.0298 0.0607 -0.3023 -0.3233
C 2.400674 -3.895241 -0.027282 -0.1015 -0.1122 -0.0805 -0.1377
H 3.033003 -3.616468 0.803495 0.0779 0.0304 0.1153 0.2079
H 3.481376 -2.708018 -1.463940 0.1356 0.0961 -0.0284 0.2230
O 2.157444 -3.238831 -3.585558 0.1553 -0.1304 -0.0662 -0.6946
H 1.525240 -3.552186 -4.245816 -0.0029 0.1098 0.1117 0.4954
H 0.185315 -4.929505 -2.995981 -0.0584 -0.0444 -0.0909 0.2105
H -0.261914 -5.828913 -0.756454 -0.1180 -0.1061 0.0133 0.2136
H 1.897587 -5.097758 2.226231 -0.0176 -0.0398 0.0399 0.2076
H 0.908179 -6.390776 1.524406 0.0525 -0.0133 0.0884 0.2186
H 1.253425 -2.410374 3.694482 0.1741 0.0253 0.2423 0.2348
H 1.346967 0.066172 3.690930 -0.0933 -0.0014 -0.1883 0.2405
C 1.797506 0.767051 1.673264 0.0238 -0.0778 0.2532 -0.5039
C 3.158326 0.189349 1.869752 -0.1112 0.1706 0.0682 0.2412
C 4.127816 0.517215 2.776656 -0.2242 0.1303 -0.1261 -0.3618
C 5.216772 -0.375036 2.571689 0.0064 -0.3072 -0.2828 -0.0250
C 6.465920 -0.530653 3.172987 0.0038 -0.0648 -0.0656 -0.2140
C 7.299410 -1.520087 2.705030 0.1447 0.0679 0.1474 -0.2286
C 6.917288 -2.355582 1.650871 -0.0425 -0.0986 -0.1262 -0.2110
C 5.688992 -2.226567 1.039804 0.0330 -0.0845 -0.0881 -0.2394
C 4.838718 -1.232790 1.509774 0.4025 0.0605 0.4131 0.1038
N 3.575051 -0.883345 1.124738 -0.2139 -0.0383 -0.0497 -0.5551
H 3.084606 -1.214301 0.308031 0.0157 0.0984 -0.0440 0.4422
H 5.400057 -2.873093 0.224949 -0.0115 -0.1071 -0.1049 0.2129
H 7.602072 -3.117471 1.310495 0.0469 -0.0704 -0.0421 0.2175
H 8.270817 -1.659116 3.154878 0.0831 -0.0039 0.0459 0.2172
H 6.765644 0.113784 3.985643 0.0593 0.0522 0.0853 0.2142
H 4.093827 1.308733 3.500319 -0.0798 0.2053 0.1295 0.2157
H 1.842919 1.855199 1.710382 0.0080 -0.0785 -0.0115 0.2616
H 1.416304 0.486915 0.688949 -0.0669 0.1570 0.0670 0.2724
C -1.178836 3.220879 3.950556 -0.2551 0.0032 -0.0224 -0.2434
H -2.134137 2.759416 3.704853 0.0919 0.0882 0.0796 0.2385
H -1.183745 3.504455 5.006329 -0.0044 -0.0484 -0.0454 0.2027
C -0.898602 4.451536 3.050392 -0.2325 0.1073 0.0003 -0.2323
H -1.625542 4.528412 2.243502 0.0022 0.0351 0.2308 0.2564
H -0.917968 5.368726 3.648251 -0.0527 -0.0360 -0.0493 0.1987
H 1.938216 2.016395 4.053606 -0.0048 -0.0230 0.0405 0.2188
H 1.079749 3.008667 5.235896 0.0823 -0.1008 -0.0823 0.2082
H -1.303888 3.939743 -2.713749 0.1393 0.0501 0.0196 0.4200
H -2.759313 4.979997 -0.366435 -0.1394 0.0665 -0.1318 0.2259
H -3.289866 5.194114 -2.053572 -0.0162 -0.0124 0.1043 0.2073
H -3.400062 2.590037 -2.144988 -0.2098 0.1694 0.0684 0.2317
H -4.708262 3.464487 -1.286199 0.0102 -0.0233 0.0048 0.1699
H -3.271874 2.319084 1.831073 -0.0458 0.1348 0.0628 0.2179
H -3.909106 3.865387 1.207729 0.0627 0.0254 0.0069 0.1816
H -5.959742 0.676374 3.201961 0.0328 -0.0250 -0.0307 0.1802
H -4.227700 0.383799 2.869259 -0.0879 -0.0005 0.0161 0.1929
H -5.738656 -1.701013 3.292621 0.0188 -0.0219 -0.0287 0.1918
H -6.431338 -1.350266 1.684835 0.0417 -0.0011 0.1455 0.2092
H -2.906536 -3.145914 1.798792 -0.1693 -0.0355 0.1615 0.2385
H -4.219318 -3.510379 2.957477 0.0524 0.0813 -0.1596 0.2107
H -1.948106 -0.768030 5.134259 0.2510 0.3369 0.4420 0.2302
```
Positions in Å, forces in eV/Å.

Results
Charge ... +1
Frontier orbital gap ... 8.48 eV
Largest force on an atom ... 0.0242 hartree/bohr
Molar mass ... 1075.27 u
E ... -3595.483669 hartree
E_HOMO ... -9.808 eV

[2]
Molecular formula: CHCl2OPS
Method: DFT, the ωB97M-V functional and the def2-TZVPD basis

```
7
Properties=species:S:1:pos:R:3:forces:R:3:nbo_charge:R:1
C 1.042444 0.350833 0.212057 -0.4670 -1.5052 0.7804 -0.7262
O -1.157476 0.398663 -1.435009 -0.9569 0.7237 -1.2253 -1.0331
P -0.692512 -0.140772 -0.189622 0.5006 0.8874 1.3686 1.7342
S 1.649357 1.509530 -0.684996 0.4962 0.0431 0.3717 0.2771
Cl -0.481467 -2.094978 -0.285438 -0.1823 -1.0338 0.4453 -0.2271
Cl -1.880026 0.376487 1.445747 0.8214 -0.5928 -0.8363 -0.2625
H 1.519680 -0.399763 0.937263 -0.2121 1.4776 -0.9045 0.2376
```
Positions in Å, forces in eV/Å.

Results
SMILES ... O=P(Cl)(Cl)C=S
Frontier orbital gap ... 8.07 eV
Largest force on an atom ... 0.0342 hartree/bohr
Molar mass ... 162.97 u
E ... -1773.910180 hartree
E_HOMO ... -9.597 eV